*A*
# CH3IO2S2

A cluster of 2 separate species, CH3IO2S2 in total (ωB97M-V with the def2-TZVPD basis set, the Open Molecules 2025 dataset).

Computed properties:
Gap between HOMO and LUMO (eV): 8.437

CARTESIAN COORDINATES (ANGSTROEM)
C (-2.402, -1.581, -0.058)
O (2.435, 1.563, 1.623)
O (-1.203, -1.682, 0.007)
S (1.549, 1.989, -1.226)
S (1.636, 0.815, 0.653)
I (3.283, -0.853, -0.236)
H (0.740, 2.946, -0.748)
H (-2.975, -2.469, -0.093)
H (-3.063, -0.728, 0.078)

***

*B*
# CH3IO2S2

An isolated molecule of CH3IO2S2 (ωB97M-V with the def2-TZVPD basis set, the Open Molecules 2025 dataset).

Computed properties:
Gap between HOMO and LUMO (spin up / spin down) (eV): 6.280 / 7.328

CARTESIAN COORDINATES (ANGSTROEM)
C (-1.061, 0.153, -0.563)
O (1.371, -1.817, 2.116)
O (1.328, -0.831, -0.660)
S (0.319, -0.778, 2.021)
S (0.569, 0.170, 0.085)
I (1.181, 2.554, -0.682)
H (-1.563, 0.798, 0.062)
H (-0.771, 0.638, -1.587)
H (-1.373, -0.887, -0.792)

***

*C*
# CH3IO2S2

A structure of composition CH3IO2S2 (ωB97M-V with the def2-TZVPD basis set, the Open Molecules 2025 dataset).

Computed properties:
Gap between HOMO and LUMO (eV): 7.953

CARTESIAN COORDINATES (ANGSTROEM)
C (1.009, -1.391, -1.102)
O (-0.218, -1.084, -0.269)
O (-1.193, 2.932, 0.300)
S (-0.247, 0.089, 0.910)
S (-1.825, 1.777, 0.862)
I (-1.481, 1.896, 3.270)
H (1.458, -0.370, -1.300)
H (0.751, -1.801, -1.973)
H (1.747, -2.049, -0.698)

***

In terms of stability, *A* leads; the second structure lies 17.7 kcal/mol higher.

***

*A*
# C2H4OS2

A cluster of 2 separate species, C2H4OS2 in total (ωB97M-V with the def2-TZVPD basis set, the Open Molecules 2025 dataset).

Computed properties:
Gap between HOMO and LUMO (spin up / spin down) (eV): 6.706 / 8.647

CARTESIAN COORDINATES (ANGSTROEM)
C (2.121, -1.881, -2.540)
C (-0.218, 0.254, 0.597)
O (3.288, -1.726, -2.560)
S (0.252, 0.744, -2.450)
S (0.560, 1.380, -0.665)
H (1.465, -2.686, -2.192)
H (-0.099, -0.777, 0.191)
H (-1.173, 0.413, 0.549)
H (0.489, 0.296, 1.464)

***

*B*
# C2H4OS2

A cluster of 2 separate species, C2H4OS2 in total (ωB97M-V with the def2-TZVPD basis set, the Open Molecules 2025 dataset).

Computed properties:
Gap between HOMO and LUMO (spin up / spin down) (eV): 8.514 / 6.279

CARTESIAN COORDINATES (ANGSTROEM)
C (0.899, 0.572, -0.196)
C (0.537, 0.255, -1.385)
O (-0.079, -1.757, 1.022)
S (-1.337, -1.330, 2.200)
S (-0.376, -2.717, -0.196)
H (1.120, 1.467, 0.124)
H (0.610, -0.317, 0.584)
H (0.512, 0.082, -2.426)
H (-2.468, -1.193, 1.437)

***

*C*
# C2H4OS2

A cluster of 2 separate species, C2H4OS2 in total (ωB97M-V with the def2-TZVPD basis set, the Open Molecules 2025 dataset).

Computed properties:
Gap between HOMO and LUMO (spin up / spin down) (eV): 7.924 / 7.925

CARTESIAN COORDINATES (ANGSTROEM)
C (0.768, 0.205, -0.932)
C (-0.931, 0.469, 1.397)
O (1.385, -1.431, -2.588)
S (0.899, -0.058, -2.513)
S (0.091, 1.304, 0.122)
H (1.320, -1.391, -0.274)
H (-0.459, 0.655, 2.329)
H (-1.065, -0.602, 1.060)
H (-2.007, 0.848, 1.399)

***

In terms of stability, *A* leads; the second structure lies 36.8 kcal/mol higher.

***

*A*
# CH3NO4

A cluster of 2 separate species, CH3NO4 in total (ωB97M-V with the def2-TZVPD basis set, the Open Molecules 2025 dataset).

Computed properties:
Gap between HOMO and LUMO (spin up / spin down) (eV): 7.923 / 8.483

CARTESIAN COORDINATES (ANGSTROEM)
C (0.505, -0.882, 0.627)
N (-0.405, -0.907, -0.479)
O (0.476, 1.435, -1.495)
O (-1.384, -0.245, -0.544)
O (0.048, 1.688, -0.352)
O (-1.173, 1.573, -0.159)
H (0.276, -1.917, 1.139)
H (1.519, -0.785, 0.048)
H (0.138, 0.040, 1.215)

***

*B*
# CH3NO4

A structure of composition CH3NO4 (ωB97M-V with the def2-TZVPD basis set, the Open Molecules 2025 dataset).

Computed properties:
Gap between HOMO and LUMO (eV): 10.581

CARTESIAN COORDINATES (ANGSTROEM)
C (-1.609, -0.186, 0.701)
N (1.506, 0.670, -0.555)
O (1.303, 1.471, 0.375)
O (2.081, 0.650, -1.635)
O (-1.458, -0.746, -0.379)
O (0.933, -0.504, -0.176)
H (-1.308, -0.570, 1.734)
H (0.625, -1.545, -0.743)
H (-2.074, 0.760, 0.678)

***

In terms of stability, *B* leads; the second structure lies 105.0 kcal/mol higher.

***

*A*
# C20H27F4N3OOsSi

A structure of composition C20H27F4N3OOsSi (ωB97M-V with the def2-TZVPD basis set, the Open Molecules 2025 dataset).

Computed properties:
Charge: +2
Gap between HOMO and LUMO (spin up / spin down) (eV): 8.692 / 6.106
Multiplicity: 5

CARTESIAN COORDINATES (ANGSTROEM)
Os (0.772, 0.109, -0.662)
C (2.695, -0.892, 1.537)
N (2.150, -1.244, 0.197)
C (3.283, -1.552, -0.715)
C (1.278, -2.456, 0.313)
C (0.027, -2.148, 1.124)
N (-0.400, -0.782, 0.817)
C (-1.429, -0.201, 1.500)
C (-1.586, 1.194, 1.396)
F (-0.682, 1.874, 0.652)
C (-2.582, 1.884, 2.039)
F (-2.655, 3.201, 1.888)
C (-3.493, 1.209, 2.836)
C (-3.368, -0.162, 2.964)
F (-4.226, -0.836, 3.708)
C (-2.366, -0.864, 2.317)
F (-2.315, -2.184, 2.459)
H (3.188, -1.773, 1.955)
H (1.894, -0.569, 2.196)
H (3.415, -0.086, 1.433)
H (3.853, -2.398, -0.325)
H (3.928, -0.680, -0.776)
H (2.903, -1.806, -1.704)
H (1.843, -3.274, 0.767)
H (1.013, -2.761, -0.702)
H (0.213, -2.230, 2.197)
H (-0.746, -2.879, 0.882)
H (-4.283, 1.741, 3.348)
C (2.996, 1.609, -2.954)
Si (2.135, 2.104, -1.378)
C (1.104, 3.635, -1.550)
C (3.208, 2.151, 0.129)
C (4.565, 1.802, 0.090)
C (5.345, 1.865, 1.234)
C (4.777, 2.263, 2.440)
C (3.434, 2.617, 2.499)
C (2.657, 2.565, 1.352)
H (3.677, 2.414, -3.249)
H (2.280, 1.473, -3.765)
H (3.584, 0.696, -2.856)
H (1.796, 4.474, -1.675)
H (0.487, 3.850, -0.678)
H (0.473, 3.603, -2.437)
H (5.026, 1.510, -0.847)
H (6.397, 1.617, 1.188)
H (5.388, 2.316, 3.331)
H (3.004, 2.950, 3.434)
H (1.618, 2.872, 1.405)
C (-2.295, 2.408, -2.323)
C (-1.726, 1.051, -2.580)
N (-2.238, 0.325, -3.557)
O (-0.772, 0.598, -1.903)
H (-3.360, 2.444, -2.546)
H (-1.793, 3.123, -2.979)
H (-2.114, 2.703, -1.293)
H (-3.010, 0.664, -4.107)
H (-1.848, -0.577, -3.786)

***

*B*
# C20H27F4N3OOsSi

A structure of composition C20H27F4N3OOsSi (ωB97M-V with the def2-TZVPD basis set, the Open Molecules 2025 dataset).

Computed properties:
Charge: +2
Gap between HOMO and LUMO (spin up / spin down) (eV): 8.348 / 5.886
Multiplicity: 5

CARTESIAN COORDINATES (ANGSTROEM)
Os (0.608, 0.628, 0.094)
C (-1.249, 2.058, 2.070)
N (0.052, 1.343, 2.004)
C (1.106, 2.200, 2.610)
C (-0.016, 0.072, 2.791)
C (-0.971, -0.929, 2.163)
N (-0.854, -0.846, 0.708)
C (-1.638, -1.601, -0.091)
C (-1.686, -1.279, -1.469)
F (-0.983, -0.205, -1.886)
C (-2.440, -1.981, -2.371)
F (-2.429, -1.611, -3.646)
C (-3.213, -3.058, -1.955)
C (-3.202, -3.400, -0.613)
F (-3.922, -4.421, -0.185)
C (-2.443, -2.701, 0.307)
F (-2.461, -3.097, 1.574)
H (-1.523, 2.204, 3.118)
H (-2.023, 1.480, 1.568)
H (-1.150, 3.023, 1.582)
H (0.876, 2.372, 3.664)
H (1.135, 3.152, 2.089)
H (2.074, 1.704, 2.536)
H (-0.318, 0.296, 3.817)
H (0.996, -0.337, 2.826)
H (-2.007, -0.736, 2.451)
H (-0.723, -1.925, 2.534)
H (-3.814, -3.615, -2.660)
C (2.788, 2.766, -1.537)
Si (0.932, 2.673, -1.364)
C (0.018, 2.451, -2.976)
C (0.230, 4.115, -0.434)
C (1.064, 4.957, 0.313)
C (0.551, 6.062, 0.976)
C (-0.808, 6.343, 0.903)
C (-1.650, 5.530, 0.155)
C (-1.134, 4.427, -0.508)
H (3.038, 3.660, -2.116)
H (3.196, 1.903, -2.065)
H (3.299, 2.837, -0.576)
H (0.460, 3.147, -3.696)
H (-1.035, 2.716, -2.877)
H (0.064, 1.454, -3.404)
H (2.131, 4.766, 0.361)
H (1.210, 6.712, 1.537)
H (-1.208, 7.209, 1.415)
H (-2.703, 5.765, 0.078)
H (-1.806, 3.816, -1.101)
C (1.888, -0.767, -3.480)
C (2.251, -1.162, -2.089)
N (3.116, -2.144, -1.918)
O (1.760, -0.612, -1.069)
H (2.532, -1.239, -4.217)
H (1.954, 0.313, -3.581)
H (0.855, -1.063, -3.673)
H (3.549, -2.601, -2.704)
H (3.381, -2.435, -0.989)

***

In terms of stability, *A* leads; the second structure lies 2.7 kcal/mol higher.